Entry 1:
7
Properties=species:S:1:pos:R:3:forces:R:3 method="wB97M-V/def2-TZVPD" charge=0 orbital_gap_ev="9.69 / 9.69"
C 5.00151 1.21564 -0.01827 -1.2 1.0 0.6
C 4.77490 -1.22343 -0.02445 -1.6 -0.9 0.5
N 4.65204 2.29273 0.17500 -0.2 0.7 0.0
N 5.54325 0.05951 -0.23754 -2.4 -9.9 0.4
O 4.18090 -2.34696 0.14373 5.4 9.2 -1.6
H -0.73151 0.26516 -0.21190 -0.6 -0.9 0.7
H -1.08598 -0.28592 0.21093 0.6 0.9 -0.7

Entry 2:
7
Properties=species:S:1:pos:R:3:forces:R:3 method="wB97M-V/def2-TZVPD" charge=0 orbital_gap_ev=11.29 smiles="N#CNC=O"
N -2.35951 -0.47591 -0.01840 -0.9 0.0 0.1
C -1.21983 -0.51661 0.04022 2.4 -0.7 -0.3
N 0.17408 -0.55439 0.03057 -2.1 0.0 -0.2
C 0.75665 0.76760 -0.01729 2.0 -3.1 0.7
O 0.14672 1.78109 0.00249 0.1 0.0 -0.2
H 0.62643 -1.51458 -0.09562 -0.6 2.4 0.2
H 1.87547 0.51281 0.05803 -1.0 1.4 -0.4

Entry 3:
7
Properties=species:S:1:pos:R:3:forces:R:3 method="wB97M-V/def2-TZVPD" charge=0 orbital_gap_ev=10.06 smiles="C=[N+]([O-])C#N"
C -0.90403 -0.15955 -0.58629 -0.8 0.3 -0.8
N 0.00758 -0.50357 0.22554 2.9 1.3 2.1
O 0.20104 -1.50640 0.87562 -0.2 0.0 -0.3
C 1.23182 0.75342 0.58984 -3.6 -2.9 -1.6
N 2.05992 1.51592 0.74666 1.2 1.1 0.4
H -1.68337 -0.88638 -0.76680 0.1 -0.1 0.1
H -0.91296 0.78655 -1.08456 0.3 0.3 0.1

Entry 4:
7
Properties=species:S:1:pos:R:3:forces:R:3 method="wB97M-V/def2-TZVPD" charge=0 orbital_gap_ev=9.76
O 0.64224 2.36340 0.28201 -0.3 -0.4 0.0
C -0.12671 1.44055 0.20768 0.2 0.3 0.0
C 0.12586 0.08574 0.70813 0.1 -0.5 -0.4
N 0.28973 -0.94095 0.12220 -0.2 0.3 0.1
N 0.54729 -2.02617 -0.40071 -0.1 0.2 0.1
H -1.13583 1.52814 -0.24059 0.1 0.1 0.1
H -0.34258 -2.45071 -0.67872 0.1 -0.1 0.0

How do the records compare in ΔE to the lowest compared entry with this formula, charge and spin? In the order shown, they have 423.5; 90.3; 457.1; 312.6 kJ/mol.